Below is one molecule with the formula C9H18N2, with properties calculated with ωB97M-V/def2-TZVPD.

Structure (XYZ):
```
29
C9H18N2, DFT ωB97M-V/def2-TZVPD
C 0.56836 -0.58789 -0.33266
C -1.80269 0.37715 0.13084
C 1.10390 0.69432 0.10362
C 0.54238 -0.98723 -1.82928
C 0.65695 -1.74242 0.56631
C -2.00908 -0.29380 1.54183
C -2.85544 0.14148 -0.97609
C 1.49228 0.96013 1.51574
C 2.26003 1.28550 -0.79236
N -1.17525 1.56377 0.05732
N 0.01196 1.87208 -0.03564
H 1.46388 -1.46231 -1.83427
H 0.46151 -0.11705 -2.39764
H -0.15727 -1.69046 -2.11510
H 1.75062 -2.12570 0.63176
H 0.09491 -2.50675 0.13309
H 0.45664 -1.58690 1.58171
H -2.81048 0.09710 2.07372
H -1.02169 -0.13221 1.88183
H -2.27161 -1.41036 1.44282
H -2.58583 -0.69249 -1.69380
H -2.82660 0.99830 -1.75368
H -3.78394 0.13555 -0.48735
H 1.85314 1.95603 1.70110
H 2.28053 0.31783 1.86145
H 0.65590 0.76345 2.18061
H 1.95114 1.77766 -1.81439
H 2.79970 0.38389 -1.08693
H 2.89602 2.01128 -0.25460
```

Summary:
Net charge ... 0
Spin multiplicity ... 1
Frontier orbital gap (spin up / spin down) ... 0.2715 / 0.2799 Eh

---

Below is one molecule with the formula C4H7NO2S2, with properties calculated with ωB97M-V/def2-TZVPD.

Structure (XYZ):
```
16
C4H7NO2S2, DFT ωB97M-V/def2-TZVPD
O 2.91128 -1.73840 0.65566
S 3.23818 -0.36553 -0.15618
C 1.56380 0.46339 -0.06796
N 0.64970 -0.46149 -0.70073
C -0.72131 -0.54087 -0.21576
C -1.09677 0.96885 0.06477
O -0.36705 1.37639 1.15382
C 1.01038 1.37816 1.08050
S 1.59105 2.23700 -0.45043
H 2.28166 -2.06678 0.02043
H 0.74820 -0.43369 -1.67217
H -0.90960 -0.98073 0.72342
H -1.45306 -0.88517 -0.92859
H -0.89184 1.67435 -0.71182
H -2.05267 1.10930 0.53353
H 1.31910 1.75256 2.08113
```

Summary:
Net charge ... 0
Spin multiplicity ... 1
Frontier orbital gap ... 0.3456 Eh

---

Below is a 4-piece molecular cluster, H7O4 overall, with properties calculated with ωB97M-V/def2-TZVPD.

Structure (XYZ):
```
11
H7O4, DFT ωB97M-V/def2-TZVPD
O 0.19447 -0.57725 -0.70736
H 0.22567 -1.20795 -1.40871
O 0.90969 2.27249 -1.53211
H 0.81202 1.97299 -0.63424
H 0.74078 1.40447 -1.91926
O 0.62193 0.25578 1.84294
H 0.53178 0.43871 0.87536
H 0.84048 -0.67251 1.76866
O -1.93537 -1.55070 0.38822
H -1.07513 -1.12583 0.05644
H -1.86632 -1.21021 1.27004
```

Summary:
Net charge ... -1
Spin multiplicity ... 1
Frontier orbital gap ... 0.3300 Eh

---

Below is a 3-piece molecular cluster, C3H10O3 overall, with properties calculated with ωB97M-V/def2-TZVPD.

Structure (XYZ):
```
16
C3H10O3, DFT ωB97M-V/def2-TZVPD
C 1.14242 0.01921 -1.93002
C -0.12832 0.03293 -1.12194
C -0.27916 -0.79666 -0.07539
O 0.75348 -1.10684 0.77684
H 1.72483 0.94958 -1.95705
H 0.82110 0.00084 -2.97777
H 1.77544 -0.83498 -1.72513
H -0.94008 0.67644 -1.43091
H -1.22687 -1.14131 0.30826
H 1.61146 -1.04662 0.33799
O -4.84107 2.21247 0.65293
H -5.46096 2.62363 1.22267
H -4.14547 1.91219 1.22180
O 3.16564 -0.79089 2.23478
H 2.30019 -1.15848 2.37956
H 3.72737 -1.55152 2.08338
```

Summary:
Net charge ... 0
Spin multiplicity ... 1
Frontier orbital gap ... 0.3371 Eh

---

Below is one molecule with the formula C5H10O2, with properties calculated with ωB97M-V/def2-TZVPD.

Structure (XYZ):
```
17
C5H10O2, DFT ωB97M-V/def2-TZVPD
C 1.05614 -0.40942 1.79993
C 0.18453 0.38282 0.84431
C -1.00245 -0.38888 0.26472
C -1.22291 0.34311 -1.05453
C 0.22158 0.60493 -1.48630
O 0.76566 -0.47776 -2.20506
O 0.94949 0.81099 -0.29272
H 0.46607 -0.68721 2.67961
H 1.42681 -1.32912 1.33093
H 1.91548 0.17951 2.13293
H -0.18016 1.29043 1.34781
H -0.72179 -1.43378 0.07569
H -1.86962 -0.38503 0.92985
H -1.75647 1.28807 -0.88546
H -1.75610 -0.23178 -1.81440
H 0.32975 1.48945 -2.12008
H 1.19399 -1.04633 -1.54724
```

Summary:
Net charge ... 0
Spin multiplicity ... 1
Frontier orbital gap ... 0.4065 Eh

---

Below is a 2-piece molecular cluster, C2H7INS overall, with properties calculated with ωB97M-V/def2-TZVPD.

Structure (XYZ):
```
12
C2H7INS, DFT ωB97M-V/def2-TZVPD
C 1.86003 0.71645 1.67656
C -1.07897 -0.07869 -1.76447
N -1.60186 -0.18984 -0.54362
S 2.90373 -0.58166 1.92154
I -2.34479 -1.33249 -3.37933
H 1.29764 1.17428 2.57978
H 1.75702 1.31061 0.76464
H -0.26542 -0.64866 -1.97969
H -1.01871 0.90834 -2.18834
H -2.24755 0.50011 -0.12929
H -1.70333 -1.14878 -0.02625
H 2.44220 -0.62966 3.06845
```

Summary:
Net charge ... +1
Spin multiplicity ... 1
Frontier orbital gap (spin up / spin down) ... 0.1217 / 0.1218 Eh

---

Below is a 5-piece molecular cluster, C16H23BrF12NO11PS overall, with properties calculated with ωB97M-V/def2-TZVPD.

Structure (XYZ):
```
66
C16H23BrF12NO11PS, DFT ωB97M-V/def2-TZVPD
N -4.46561 -3.62360 -3.28427
P -4.29473 -3.14987 -1.83068
O -4.65998 -1.58010 -1.50851
S -3.59567 -0.32008 -1.62617
O -2.95666 -0.24177 -0.33939
O -2.40628 -0.87962 -2.61725
Br -2.52997 0.10376 -4.16957
H -5.21646 -4.28440 -3.42593
H -2.98465 -3.17265 -1.34504
H -5.06711 -3.75528 -0.83136
C -2.35017 1.32318 2.53223
C -1.94058 0.26269 3.52290
O -1.38456 0.85010 4.73096
C -2.25195 1.26653 5.63049
O -3.44491 1.20962 5.58884
C -1.49453 1.83828 6.85599
F -0.48826 2.64042 6.48658
F -0.97770 0.83081 7.57724
F -2.31904 2.53104 7.63438
H -1.50728 1.97545 2.30168
H -2.66846 0.84670 1.60628
H -3.16552 1.93253 2.92165
H -1.13273 -0.35410 3.13615
H -2.77393 -0.38101 3.80182
C 2.14704 0.24621 -0.54014
C 2.10717 1.58715 0.15464
O 1.71965 2.63994 -0.76398
C 0.42006 2.77308 -0.95974
O -0.44966 2.13387 -0.44564
C 0.16687 3.93501 -1.94885
F 1.00220 3.87567 -2.99041
F 0.36038 5.10437 -1.32172
F -1.07877 3.90549 -2.41088
H 2.81803 0.28015 -1.39878
H 2.51310 -0.50843 0.15636
H 1.15566 -0.04963 -0.88227
H 3.08582 1.88519 0.51582
H 1.41314 1.58054 0.99454
C -2.14762 -4.62020 -8.75963
C -2.05848 -5.24081 -7.38492
O -0.81159 -4.89190 -6.73328
C -0.78628 -3.70710 -6.14919
O -1.66008 -2.89536 -6.10691
C 0.57185 -3.50038 -5.43419
F 1.59886 -3.86663 -6.20782
F 0.60840 -4.23795 -4.31432
F 0.72956 -2.22263 -5.10024
H -1.29129 -4.91212 -9.36782
H -3.05713 -4.96110 -9.25452
H -2.17723 -3.53347 -8.69543
H -2.03838 -6.32684 -7.43515
H -2.88395 -4.93072 -6.74514
C 4.57109 2.39019 6.82188
C 3.98037 3.26844 5.74441
O 4.72119 3.14126 4.50250
C 4.41777 2.09969 3.75425
O 3.60693 1.24846 3.97031
C 5.24222 2.13085 2.44309
F 6.52498 2.42006 2.65523
F 4.72583 3.06345 1.62376
F 5.16711 0.95379 1.82578
H 5.62634 2.62118 6.96783
H 4.04452 2.56391 7.76023
H 4.47553 1.33648 6.56362
H 4.06040 4.32332 5.99450
H 2.93510 3.02891 5.55321
```

Summary:
Net charge ... 0
Spin multiplicity ... 1
Frontier orbital gap ... 0.3241 Eh

---

| no. | largest force on an atom (eV Å⁻¹) |
| --- | --- |
| 1 | 3.91 |
| 2 | 4.26 |
| 3 | 1.21 |
| 4 | 1.74 |
| 5 | 0.39 |
| 6 | 4.97 |
| 7 | 1.41 |